H3INO2P in the gas phase, computed with ωB97M-V/def2-TZVPD.

The geometry in XYZ format:
```
8
Properties=species:S:1:pos:R:3:forces:R:3
N -1.6778 0.5399 1.1524 -0.21 -0.66 -0.48
O -0.1516 -1.0926 -0.3365 1.83 0.47 -0.55
O 0.0923 1.3476 -0.6134 -3.11 -0.93 -0.81
P -0.3069 0.2599 0.4462 -2.34 0.88 -0.54
I -3.2130 -0.0406 -0.1415 0.23 0.31 0.55
H 0.6850 0.4105 1.2958 1.56 -0.24 1.68
H -0.8415 -1.7072 -0.1851 -1.26 -1.07 0.29
H 0.9149 1.7174 -0.6813 3.30 1.24 -0.14
```
Positions in Å, forces in eV/Å.

* maximum force: 3.53 eV Å⁻¹
* E_HOMO: -8.65 eV
* gap between HOMO and LUMO: 8.7 eV
* energy above the lowest of the compared OMol25 structures with the same formula, charge and spin: 32.7 kJ/mol
* M: 206.9 Da
* total energy: -23023.2314 eV

These are the Mulliken partial charges, in e, on atoms 1 to 2:
1. N -0.523
2. O -0.408